C24H31ClN2O2 in the gas phase, computed with wB97M-V/def2-TZVPD.

Properties
- Structure (SMILES): C=CCC1(CC=C)CCCN1C(=O)[C@H]1CCC(=O)N(CCc2ccc(Cl)cc2)C1
- ΔE to the lowest compared entry with this formula, charge and spin: 0.000 eV
- Net charge: 0
- Max |F|: 0.8 eV/A
- Kohn-Sham gap: 9.201 eV
- Lowest unoccupied orbital energy: 0.57 eV

Element x y z (Å)
C  -1.399  2.603  2.748
C  -0.218  2.656  3.335
C  0.574  1.445  3.711
H  -0.062  0.564  3.630
H  0.928  1.532  4.741
C  1.808  1.242  2.801
N  1.432  1.391  1.388
C  0.470  0.634  0.828
O  -0.090  -0.269  1.424
C  0.110  0.960  -0.627
H  0.032  2.045  -0.736
C  -1.271  0.354  -0.937
N  -1.190  -1.062  -1.179
C  -0.326  -1.534  -2.101
O  -0.216  -2.709  -2.389
C  0.524  -0.435  -2.712
H  -0.102  0.200  -3.342
C  1.169  0.387  -1.594
H  1.761  1.188  -2.041
H  1.850  -0.267  -1.045
H  1.289  -0.895  -3.338
C  -2.034  -1.968  -0.439
H  -1.978  -1.711  0.622
H  -1.620  -2.967  -0.593
C  -3.488  -1.931  -0.939
C  -3.518  -2.217  -2.413
C  -3.355  -3.514  -2.882
C  -3.303  -3.780  -4.236
C  -3.414  -2.734  -5.136
C  -3.582  -1.433  -4.694
C  -3.631  -1.185  -3.334
H  -3.764  -0.169  -2.988
H  -3.669  -0.626  -5.406
Cl  -3.348  -3.054  -6.835
H  -3.168  -4.789  -4.594
H  -3.257  -4.328  -2.178
H  -4.059  -2.682  -0.391
H  -3.924  -0.950  -0.738
H  -1.694  0.867  -1.810
H  -1.933  0.519  -0.086
C  2.101  2.520  0.777
C  3.349  2.711  1.631
C  2.866  2.336  3.028
H  3.678  1.973  3.655
H  2.419  3.203  3.512
H  3.732  3.728  1.577
H  4.131  2.024  1.307
H  2.351  2.322  -0.264
H  1.459  3.410  0.826
C  2.395  -0.163  3.055
C  3.602  -0.444  2.222
C  4.812  -0.650  2.706
H  5.656  -0.862  2.070
H  5.010  -0.631  3.765
H  3.428  -0.482  1.154
H  2.641  -0.247  4.115
H  1.621  -0.895  2.815
H  0.232  3.617  3.553
H  -1.946  3.490  2.476
H  -1.871  1.660  2.525

***

A molecular structure, C7H23N8NiO8, computed with wB97M-V/def2-TZVPD.

Properties
- Net charge: +1
- Expectation value of S²: 2.003
- Max |F|: 1.6 eV/A
- Kohn-Sham gap (alpha / beta): 8.618 / 8.589 eV
- Lowest unoccupied orbital energy (alpha / beta): -2.24 / -2.24 eV
- Multiplicity: 3

Element x y z (Å)
Ni  -0.322  -0.207  0.146
O  -3.664  -2.417  1.202
C  -2.318  -2.333  1.306
O  -1.731  -3.124  2.056
O  -1.816  -1.466  0.548
H  -3.935  -3.098  1.832
C  1.436  -1.095  2.800
O  0.781  -0.468  1.952
N  2.724  -0.711  3.118
N  0.920  -2.103  3.531
H  3.243  -1.248  3.785
H  3.189  -0.127  2.450
H  1.438  -2.638  4.204
H  0.032  -2.509  3.192
C  2.039  -2.229  -0.905
O  1.007  -1.629  -0.615
N  2.036  -3.588  -1.057
N  3.219  -1.575  -1.175
H  2.835  -4.189  -0.984
H  1.134  -4.024  -1.145
H  3.208  -0.622  -0.856
H  4.028  -2.136  -1.357
C  1.678  2.153  -0.718
O  1.143  1.131  -0.265
N  1.657  3.309  0.016
N  2.296  2.163  -1.923
H  1.027  3.204  0.795
H  1.772  4.224  -0.381
H  2.748  2.980  -2.288
H  2.298  1.303  -2.440
C  -1.277  0.269  -2.915
O  -1.110  0.295  -1.701
N  -2.269  0.938  -3.557
N  -0.410  -0.422  -3.729
H  -2.305  0.919  -4.559
H  -2.970  1.458  -3.067
H  -0.698  -0.657  -4.661
H  0.302  -0.958  -3.267
C  -2.948  3.126  1.381
C  -2.616  1.802  0.699
O  -1.422  1.233  1.253
H  -3.940  3.511  1.154
H  -2.185  3.875  1.167
H  -3.008  2.901  2.454
H  -2.545  1.886  -0.384
H  -3.477  1.145  0.870
H  -1.223  1.748  2.041

***

C2H4ClN2P in the gas phase, computed with wB97M-V/def2-TZVPD.

Properties
- ΔE to the lowest compared entry with this formula, charge and spin: 3.962 eV
- Net charge: 0
- Max |F|: 3.2 eV/A
- Kohn-Sham gap (alpha / beta): 7.642 / 8.909 eV
- Lowest unoccupied orbital energy (alpha / beta): -1.14 / -0.40 eV

Element x y z (Å)
C  0.030  0.056  -0.770
C  1.205  0.196  0.166
N  -0.543  0.785  2.136
N  -1.125  -0.600  -0.103
P  -1.573  -0.046  1.435
Cl  1.985  -1.204  0.808
H  -0.063  1.035  -1.105
H  0.219  -0.524  -1.645
H  1.735  1.122  -0.127
H  -1.870  -0.819  -0.795